Entry from the OMol25 dataset: one molecule with the formula C17H20BrNO2 (ωB97M-V/def2-TZVPD).

Its multiplicity is 1. Its structure (SMILES) is CCCCNC(=O)Cc1c(OC)ccc2cc(Br)ccc12. For the HOMO energy, the calculation gives -8.10 eV. As for the net charge: 0. The calculation puts the orbital gap at 8.2 eV.

Structure (XYZ):
```
41
Properties=species:S:1:pos:R:3:forces:R:3
C -0.39593 -0.50455 2.68612 -0.06 0.04 0.25
C -0.88739 0.31419 3.87641 0.17 0.16 -0.10
C -0.96577 1.82124 3.62370 -0.27 -0.16 0.05
C -1.98851 2.24104 2.56104 0.09 0.21 0.25
N -1.46004 2.14880 1.22070 -0.14 -0.46 0.15
C -1.10183 3.22915 0.49662 0.10 -0.20 -0.50
O -1.34411 4.36936 0.82251 -0.03 0.46 0.10
C -0.39585 2.87771 -0.82078 0.02 0.23 0.11
C 0.59575 1.76509 -0.65267 0.44 0.25 0.03
C 1.86897 2.09908 -0.20029 -0.51 -0.18 -0.21
O 2.09557 3.42030 0.02093 -0.32 -0.20 -0.10
C 3.36291 3.84270 0.45970 0.27 0.12 0.11
C 2.83826 1.10149 0.00807 0.16 -0.02 0.06
C 2.53729 -0.21286 -0.21259 -0.02 0.16 0.02
C 1.25772 -0.59699 -0.65064 -0.18 0.25 -0.02
C 0.93982 -1.95598 -0.84956 -0.29 -0.25 -0.11
C -0.31243 -2.31140 -1.25774 0.31 -0.36 0.07
Br -0.74784 -4.15154 -1.51569 0.07 0.28 0.04
C -1.30022 -1.34378 -1.49263 -0.08 0.13 0.01
C -1.01013 -0.02291 -1.30592 -0.15 -0.07 -0.07
C 0.27105 0.40513 -0.87730 0.42 -0.16 0.03
H 0.50909 -0.07119 2.26371 0.12 0.03 -0.11
H -0.16784 -1.52048 3.00165 0.01 -0.12 -0.08
H -1.15313 -0.56940 1.90738 -0.05 -0.06 -0.18
H -0.20609 0.15146 4.71488 -0.06 -0.04 0.05
H -1.87148 -0.04963 4.18054 -0.02 -0.01 0.10
H 0.01578 2.19715 3.32628 0.04 0.08 0.02
H -1.23383 2.30682 4.56391 0.03 0.06 0.03
H -2.88934 1.62396 2.63998 -0.01 0.08 0.03
H -2.26317 3.28870 2.70419 -0.06 -0.17 -0.02
H -1.16293 1.23904 0.90817 0.05 0.12 -0.04
H 0.11891 3.78147 -1.14751 -0.16 -0.06 0.02
H -1.15926 2.63590 -1.56007 0.01 0.02 -0.01
H 4.14512 3.59973 -0.26677 -0.04 0.00 0.04
H 3.61911 3.41140 1.43268 -0.01 0.00 -0.05
H 3.28741 4.92430 0.55844 0.07 -0.08 0.01
H 3.82558 1.36848 0.34951 0.09 0.03 0.03
H 3.28281 -0.97541 -0.04408 0.09 -0.07 0.02
H 1.69793 -2.70353 -0.67110 0.05 -0.09 0.01
H -2.28189 -1.65259 -1.81740 -0.07 0.00 -0.02
H -1.78671 0.70362 -1.48715 -0.07 0.06 -0.01
```
Positions in Å, forces in eV/Å.

=====

Entry from the OMol25 dataset: C17H20Cl5N8O7S4Ta as an isolated structure in a non-equilibrium geometry (ωB97M-V/def2-TZVPD).

Its multiplicity is 1. The energy above the lowest of the compared OMol25 structures with the same formula, charge and spin comes out at 1.522 eV. For the HOMO energy, the calculation gives -8.09 eV. As for the net charge: 0. The calculation puts the orbital gap at 7.3 eV.

Structure (XYZ):
```
62
Properties=species:S:1:pos:R:3:forces:R:3
Ta 0.25541 0.33096 -2.02149 1.36 -1.83 0.27
Cl 0.82105 3.70421 4.45853 0.01 -0.09 -0.10
C 0.96603 2.76696 3.01989 -0.01 0.10 0.11
C -0.15739 2.54054 2.22736 -0.14 0.08 0.11
Cl -1.70209 3.16679 2.66144 0.19 -0.07 -0.02
C -0.01665 1.78510 1.07869 -0.52 -0.01 -0.12
Cl -1.38325 1.43014 0.06588 0.03 0.10 0.34
C 1.21046 1.26633 0.69755 -0.33 -0.39 -0.85
O 1.26673 0.56757 -0.46062 0.22 0.50 1.00
C 2.32813 1.48583 1.47658 0.43 0.00 0.24
Cl 3.83441 0.83289 0.98349 -0.21 0.19 0.13
C 2.20025 2.23642 2.64496 0.14 0.00 0.17
Cl 3.58291 2.50291 3.63518 -0.12 -0.02 -0.10
N 2.72796 1.39471 -2.69069 -0.24 -0.25 -0.02
N 4.01118 0.92743 -2.99820 -0.12 -0.10 -0.18
C 4.56138 -0.25012 -2.58092 0.32 0.24 0.01
N 5.79273 -0.43471 -3.14603 -0.12 -0.16 0.02
S 3.94110 -1.32450 -1.49754 -0.24 -0.09 -0.26
H 2.29439 1.72619 -3.55153 0.09 0.19 0.02
H 2.80183 2.16609 -2.03548 -0.09 0.01 0.01
H 4.48748 1.43250 -3.72906 -0.01 -0.01 0.00
H 6.29916 0.33260 -3.55377 0.04 0.02 0.02
H 6.32951 -1.19705 -2.77138 0.00 0.01 -0.01
N -3.89363 2.12772 -1.90757 -0.02 -0.02 -0.01
N -3.66083 0.70851 -1.89610 -0.05 0.31 0.05
H -4.80015 2.34729 -2.30760 0.01 0.01 -0.04
H -3.19282 2.56251 -2.49767 0.06 -0.04 0.05
H -3.94102 0.28989 -2.77828 -0.04 -0.10 0.05
H -4.25143 0.33456 -1.16373 0.05 -0.14 -0.03
N -3.55806 -0.65436 5.86078 0.05 0.00 -0.15
C -2.58143 -1.07960 4.97216 -0.13 0.05 0.14
C -1.53879 -0.22162 4.60524 0.02 0.05 0.00
C -0.58638 -0.63178 3.69717 0.00 -0.12 -0.06
C -0.66251 -1.90513 3.13189 -0.21 0.15 0.29
C -1.69466 -2.76342 3.48747 0.02 0.07 0.00
C -2.64782 -2.35147 4.40290 0.01 -0.06 -0.05
S 0.53926 -2.38708 1.96217 0.09 -0.06 0.27
O 0.44105 -3.81436 1.77918 0.03 -0.01 -0.09
O 1.78192 -1.78375 2.35021 0.07 -0.15 -0.02
N 0.05519 -1.58996 0.65047 -0.16 0.12 -0.70
C -0.58372 -2.10541 -0.34595 -0.19 0.22 -0.02
S -1.25533 -3.72160 -0.52555 0.03 0.01 0.15
C -2.02321 -3.25378 -2.01721 -0.02 -0.20 -0.01
C -1.72521 -2.00453 -2.35874 0.19 0.25 0.10
N -0.87967 -1.33329 -1.46145 0.04 0.02 0.06
H -3.32487 0.12306 6.45389 0.02 -0.01 0.02
H -4.10070 -1.36798 6.31529 0.02 -0.02 0.02
H -1.47919 0.76761 5.04610 0.00 -0.01 -0.02
H 0.23198 0.02568 3.42645 -0.01 -0.08 0.04
H -1.73675 -3.75524 3.05665 0.02 0.01 0.00
H -3.45103 -3.02215 4.68597 0.02 0.01 0.00
H -2.62684 -3.95070 -2.57663 0.02 0.03 0.05
H -2.05337 -1.48681 -3.24606 0.01 0.03 0.01
O -1.01898 0.89280 -3.38902 -0.16 0.94 -0.54
S -0.38795 2.34017 -3.64087 -0.41 0.26 -0.15
O -1.42104 3.29359 -3.84102 -0.03 0.01 0.25
O 0.29328 2.42195 -2.24802 -0.13 -0.13 -0.84
O 0.62214 2.20987 -4.65785 -0.04 0.05 0.10
C 1.07732 -0.99526 -3.52968 0.02 0.34 0.20
H 1.52648 -1.88243 -3.08972 0.09 -0.06 0.06
H 1.82047 -0.49185 -4.15104 -0.03 -0.10 -0.02
H 0.23561 -1.28146 -4.16704 0.07 -0.05 0.04
```
Positions in Å, forces in eV/Å.

=====

Entry from the OMol25 dataset: one molecule with the formula C17H20ClN3O2S in a non-equilibrium geometry (ωB97M-V/def2-TZVPD).

Its multiplicity is 1. Its structure (SMILES) is NC1=N[C@]23CC[C@H](NC(=O)c4cccc(Cl)c4)C[C@@H]2[C@@H](COC3)S1. The energy above the lowest of the compared OMol25 structures with the same formula, charge and spin comes out at 2.243 eV. For the HOMO energy, the calculation gives -8.57 eV. As for the net charge: 0. The calculation puts the orbital gap at 8.7 eV.

Structure (XYZ):
```
44
Properties=species:S:1:pos:R:3:forces:R:3
N 3.68486 1.69622 0.37129 3.61 2.79 -2.70
C 2.86454 1.17454 1.22364 -2.69 -2.97 1.42
N 2.68988 -0.11044 1.07139 -0.55 1.22 1.15
C 1.81300 -0.81819 1.98511 -0.58 -0.65 0.38
C 1.27965 -2.10275 1.23095 1.15 2.97 -1.06
C 0.39406 -1.75970 -0.03868 1.01 -1.81 1.30
C -0.80998 -0.89547 0.30796 2.23 0.06 -1.45
N -1.34210 -0.36640 -0.94533 -0.81 2.76 -0.60
C -1.83795 -1.00900 -2.04130 -0.38 1.00 1.16
O -1.89380 -2.19885 -2.04639 -0.12 -2.60 -0.60
C -2.42980 -0.21684 -3.17524 -1.17 2.38 -1.97
C -2.59849 -0.78421 -4.49988 -0.08 3.07 0.71
C -2.99301 0.05060 -5.57860 -0.73 1.13 0.20
C -3.46603 1.43522 -5.36430 0.35 -1.12 0.26
C -3.44819 1.94024 -4.03451 -0.72 -0.39 -1.30
Cl -4.35458 3.59196 -3.72921 1.59 -2.44 -0.25
C -2.91050 1.15939 -3.00141 0.26 -0.78 0.33
C -0.30169 0.35250 1.04150 -0.98 0.02 1.67
C 0.52618 0.02192 2.33882 0.23 0.65 -0.79
C 0.87755 1.24773 3.21294 1.33 -0.78 0.39
C 1.65872 0.67759 4.43401 0.81 -1.86 -1.21
O 2.94116 0.07335 4.03413 -1.61 -1.46 -0.69
C 2.65667 -1.18077 3.27878 -0.24 1.42 -0.30
S 2.07946 2.35252 2.32157 -0.75 -0.21 -0.07
H 3.83202 2.71711 0.22593 -0.13 -1.59 0.42
H 4.35474 1.00700 -0.01041 -0.72 1.03 0.05
H 2.17483 -2.64056 0.99905 0.51 -0.47 -0.78
H 0.81041 -2.68060 1.94367 -1.66 -1.36 1.44
H 0.07634 -2.74380 -0.44089 -0.01 0.69 0.01
H 0.97224 -1.26790 -0.80504 0.45 0.19 -0.10
H -1.44096 -1.57517 0.83854 -1.21 0.24 0.54
H -1.26689 0.66918 -1.01102 -0.21 -1.37 -0.02
H -2.40812 -1.78374 -4.77827 0.53 -1.03 0.39
H -2.96398 -0.44177 -6.61317 -0.31 1.15 1.59
H -3.89180 2.09256 -6.17523 0.67 -1.08 0.86
H -2.93948 1.63837 -2.01196 0.20 -0.51 -0.33
H -1.20502 0.87986 1.43382 0.53 0.05 -0.46
H 0.19028 1.00092 0.29288 0.18 -0.30 0.68
H -0.16149 -0.50896 2.99980 0.12 -0.63 -0.12
H -0.02211 1.75777 3.62772 0.66 0.12 -0.80
H 1.05610 -0.11806 4.90988 0.01 0.28 -0.09
H 1.93608 1.37460 5.17466 0.11 1.14 0.65
H 2.26349 -1.94141 3.91772 -1.68 -0.07 0.90
H 3.55368 -1.76652 3.08505 0.79 1.12 -0.83
```
Positions in Å, forces in eV/Å.

=====

Entry from the OMol25 dataset: one molecule with the formula C17H20ClNO3 (ωB97M-V/def2-TZVPD).

Its multiplicity is 1. Its structure (SMILES) is O=C(COC(=O)c1ccccc1Cl)NCCC1=CCCCC1. The energy above the lowest of the compared OMol25 structures with the same formula, charge and spin comes out at 1.142 eV. For the HOMO energy, the calculation gives -8.96 eV. As for the net charge: 0. The calculation puts the orbital gap at 9.1 eV.

Structure (XYZ):
```
42
Properties=species:S:1:pos:R:3:forces:R:3
O -1.88160 3.30628 -2.17276 -0.25 0.37 0.12
C -1.33375 2.24153 -2.35619 -0.20 -0.67 -0.31
C -2.10970 0.98832 -2.80735 0.09 0.41 -0.39
O -2.18699 0.03805 -1.74707 -0.24 -0.10 0.29
C -1.17567 -0.82177 -1.59907 0.32 0.01 -0.27
O -0.20625 -0.84192 -2.32175 -0.20 0.02 0.07
C -1.39122 -1.71081 -0.43189 0.02 -0.17 0.18
C -2.15763 -1.25244 0.64020 0.06 -0.05 -0.10
C -2.33277 -2.02928 1.76785 0.01 0.00 0.07
C -1.74887 -3.28545 1.83753 -0.01 0.08 -0.05
C -0.99381 -3.76160 0.78191 0.05 0.03 -0.10
C -0.80723 -2.97772 -0.34867 -0.18 0.26 0.13
Cl 0.12788 -3.61227 -1.64332 0.17 -0.35 -0.10
N -0.01904 2.01683 -2.20570 0.54 -0.12 0.00
C 0.85517 2.98130 -1.57622 -0.11 0.23 0.29
C 0.85407 2.82972 -0.05199 0.10 -0.10 -0.36
C 1.26661 1.47794 0.47596 -0.21 0.30 0.09
C 1.96043 0.57736 -0.20511 0.13 -0.12 -0.03
C 2.37092 -0.76190 0.32598 -0.07 -0.12 0.10
C 1.69079 -1.10149 1.64889 0.24 0.09 0.04
C 1.66818 0.12682 2.54937 -0.29 -0.09 -0.01
C 0.82860 1.21810 1.89412 0.28 -0.16 0.09
H -3.13933 1.26544 -3.03578 0.21 0.01 0.06
H -1.62368 0.53673 -3.67869 -0.12 0.03 0.12
H -2.60370 -0.27251 0.57351 -0.05 0.06 0.00
H -2.92119 -1.65759 2.59236 -0.05 0.04 0.07
H -1.88111 -3.89690 2.71700 -0.01 -0.07 0.07
H -0.53901 -4.73829 0.82541 0.05 -0.09 -0.03
H 0.33333 1.07465 -2.31809 -0.24 0.09 -0.05
H 0.48182 3.97553 -1.83338 0.17 -0.09 -0.01
H 1.86011 2.86059 -1.98373 -0.04 0.05 -0.02
H -0.15743 3.04351 0.30556 0.00 0.07 0.03
H 1.51377 3.59311 0.37240 -0.07 0.05 0.09
H 2.30135 0.77844 -1.21102 -0.02 0.17 -0.20
H 2.14056 -1.52474 -0.42200 0.07 -0.03 -0.03
H 3.45889 -0.76178 0.45678 0.02 -0.09 -0.03
H 2.21579 -1.92552 2.13598 -0.06 -0.06 -0.02
H 0.66424 -1.42259 1.46440 -0.06 -0.05 0.01
H 1.25500 -0.12543 3.52803 0.06 0.03 0.05
H 2.68759 0.49040 2.69402 0.06 0.03 0.07
H 0.89990 2.14448 2.47003 -0.08 0.04 -0.02
H -0.22500 0.91689 1.89250 -0.07 0.09 0.04
```
Positions in Å, forces in eV/Å.

=====

Entry from the OMol25 dataset: a 3-piece molecular cluster, C17H20FN3O2PS overall in a non-equilibrium geometry (ωB97M-V/def2-TZVPD).

Its multiplicity is 1. For the HOMO energy, the calculation gives -10.97 eV. As for the net charge: +1. The calculation puts the orbital gap at 5.8 eV.

Structure (XYZ):
```
45
Properties=species:S:1:pos:R:3:forces:R:3
O 1.09400 -4.55685 -1.27166 -1.12 -0.60 -1.87
P 0.51432 -3.47209 -2.29392 1.93 2.92 2.15
O 1.46243 -3.42922 -3.56850 -1.02 -1.46 -0.18
S 0.48944 -1.76750 -1.43841 -0.75 -0.47 -0.48
N -1.09905 -4.06599 -2.74863 0.31 -0.36 -0.28
C -1.27504 -5.32442 -3.18566 0.76 -1.00 -0.16
C -2.49826 -5.81390 -3.50177 -1.43 -0.34 -0.19
C -3.62174 -4.99627 -3.37175 0.51 0.04 -0.04
C -3.42223 -3.68694 -2.95171 -1.19 0.63 -0.31
C -4.59126 -2.71362 -2.78716 0.37 -0.79 0.65
C -5.77922 -3.46946 -2.14155 0.77 1.02 0.26
F -6.62816 -3.95058 -3.11089 0.02 -0.14 0.18
C -2.15994 -3.25204 -2.64422 -0.20 0.54 0.08
H 0.74629 -5.43584 -1.50819 0.58 -0.21 0.52
H 1.18682 -2.71788 -4.16928 0.29 0.06 0.03
H -0.42745 -6.00281 -3.27661 0.14 0.49 0.05
H -2.64094 -6.83710 -3.83391 0.34 0.11 0.05
H -4.62016 -5.36771 -3.59194 0.17 0.07 -0.01
H -4.27883 -1.92580 -2.08981 -0.08 -0.06 -0.24
H -4.83909 -2.24089 -3.74267 -0.19 -0.16 0.16
H -5.37069 -4.28410 -1.52816 -0.37 -0.10 -0.23
H -6.28026 -2.78514 -1.44743 -0.41 -0.21 -0.42
H -2.02445 -2.22820 -2.30529 0.49 -0.27 0.03
N -0.25926 3.24983 0.14444 0.09 -0.10 0.08
C 0.46284 3.63729 1.19603 -0.12 0.09 -0.10
C 1.35376 2.81184 1.86734 -0.01 -0.07 0.04
C 1.50042 1.50895 1.42334 0.04 -0.06 0.04
C 0.75693 1.08667 0.33219 0.01 0.05 0.02
C -0.10180 1.99329 -0.26744 -0.08 0.08 -0.06
H 0.31385 4.66412 1.51020 0.07 -0.01 0.05
H 1.91604 3.18412 2.71282 0.03 0.09 -0.07
H 2.18458 0.83169 1.91961 0.00 0.01 0.00
H 0.83922 0.07657 -0.04866 0.06 0.31 0.22
H -0.70097 1.70735 -1.12717 0.03 -0.05 0.00
N 3.55702 5.19813 3.63856 0.05 0.03 0.17
C 4.39540 6.19984 3.37192 -0.09 -0.09 -0.14
C 5.10313 6.89160 4.34250 -0.03 -0.03 0.02
C 4.92890 6.52623 5.66688 0.05 0.05 0.07
C 4.06106 5.48923 5.96646 0.01 0.00 -0.02
C 3.40485 4.86099 4.91998 -0.05 -0.05 -0.15
H 4.49806 6.45351 2.32252 0.05 0.05 0.02
H 5.77215 7.69513 4.06684 -0.01 -0.01 -0.02
H 5.46227 7.04246 6.45507 -0.01 -0.01 -0.01
H 3.89666 5.17388 6.98772 -0.01 -0.02 -0.02
H 2.71833 4.04159 5.10800 0.01 0.02 0.08
```
Positions in Å, forces in eV/Å.

=====

Entry from the OMol25 dataset: C17H20FeI2NOS4 as an isolated structure (ωB97M-V/def2-TZVPD).

Its multiplicity is 1. For the HOMO energy, the calculation gives -9.84 eV. As for the net charge: +1. The calculation puts the orbital gap at 7.3 eV.

Structure (XYZ):
```
46
Properties=species:S:1:pos:R:3:forces:R:3
Fe 0.18208 -0.02536 -0.38871 -0.21 0.22 -0.23
C 2.94713 0.27546 1.31255 -0.01 0.00 0.00
C 1.99165 -0.15083 2.43034 0.00 0.00 0.03
S 0.20838 -0.04826 2.04397 0.06 -0.15 -0.24
C -0.14579 1.68827 2.43520 -0.02 0.00 0.02
C 0.50649 2.70971 1.51290 0.02 -0.02 0.02
S 0.04541 2.24887 -0.17105 -0.02 0.03 -0.03
C 1.36907 2.85042 -1.23714 0.01 0.00 -0.01
C 1.10518 2.25046 -2.61820 -0.03 0.01 0.01
S 0.67794 0.47437 -2.63417 -0.01 -0.12 0.14
C 2.31633 -0.29864 -2.76701 0.01 0.03 -0.02
C 3.24440 -0.03052 -1.58762 0.01 0.01 0.02
S 2.35491 -0.62434 -0.12876 0.10 -0.04 -0.10
H 3.96062 -0.03715 1.56416 0.00 0.00 0.00
H 2.94506 1.34885 1.13569 0.01 -0.01 0.00
H 2.17048 0.41212 3.34637 0.00 0.01 0.00
H 2.15174 -1.20517 2.65839 0.01 0.00 0.01
H 0.13550 1.86623 3.47311 0.00 0.00 0.00
H -1.23370 1.76080 2.37718 0.00 0.00 0.01
H 1.58922 2.72199 1.61996 -0.01 0.00 0.00
H 0.12874 3.70753 1.73320 0.00 0.00 0.00
H 2.32812 2.54186 -0.82541 -0.01 0.00 0.01
H 1.34089 3.93864 -1.28906 0.00 0.00 -0.02
H 1.95718 2.40350 -3.28050 0.00 0.00 0.00
H 0.24886 2.74675 -3.07506 0.00 0.00 0.00
H 2.77228 0.01823 -3.70468 0.00 0.00 0.00
H 2.08820 -1.36400 -2.84019 0.01 0.00 -0.01
H 3.50223 1.02323 -1.49706 0.00 0.00 -0.01
H 4.16403 -0.60309 -1.70365 0.00 0.01 0.00
I 0.38614 -5.05897 -0.35555 -0.03 0.01 0.00
C -1.20336 -3.74907 -0.08124 -0.04 -0.14 -0.04
C -2.43664 -4.22118 0.41307 0.05 0.04 -0.03
C -3.50027 -3.38184 0.60484 -0.01 0.03 -0.02
I -5.29159 -4.16539 1.33037 0.01 0.00 0.00
C -3.36873 -1.99620 0.32022 -0.04 -0.06 -0.03
C -4.37872 -1.02309 0.47794 -0.02 0.01 0.00
C -4.11707 0.28672 0.18552 -0.02 -0.01 -0.04
C -2.83089 0.65404 -0.23453 0.01 0.01 -0.12
N -1.86014 -0.21988 -0.39556 0.11 0.01 0.28
C -2.12359 -1.54244 -0.15667 0.01 0.05 0.01
C -1.02208 -2.42097 -0.39982 -0.03 0.11 -0.15
O 0.06323 -1.89896 -0.90526 0.07 -0.03 0.48
H -2.53281 -5.27397 0.64087 -0.01 0.00 0.00
H -5.35794 -1.32271 0.82693 0.00 -0.01 0.00
H -4.88174 1.04421 0.28076 0.01 0.01 0.01
H -2.59645 1.68976 -0.44666 -0.01 0.00 0.04
```
Positions in Å, forces in eV/Å.

=====

> What is the net charge in the sixth record?

+1